{"formula": "C10H20NO2P2", "method": "ωB97M-V/def2-TZVPD", "charge": 1, "e_homo_ev": -11.654, "species": ["C", "C", "C", "C", "C", "P", "P", "O", "O", "H", "H", "H", "H", "H", "H", "H", "H", "H", "H", "H", "H", "H", "H", "H", "N", "C", "C", "C", "C", "C", "H", "H", "H", "H", "H"], "positions_angstrom": [[-1.955975, -1.304541, 1.078861], [-0.626263, -0.752542, 0.441590], [0.271411, -1.989961, 0.171802], [1.745865, -1.671399, -0.193072], [2.423610, -0.588054, 0.701699], [3.210815, -1.296341, 2.242654], [4.728756, 0.206696, 2.879999], [3.969770, 1.641933, 2.511709], [4.721530, 0.175946, 4.555951], [-2.766493, -0.575598, 0.949125], [-1.788754, -1.493962, 2.152472], [-2.251745, -2.238175, 0.574346], [-0.939399, -0.271904, -0.510334], [-0.223749, -0.037367, 1.174465], [0.160204, -2.711561, 1.000792], [-0.159860, -2.495809, -0.710511], [2.365128, -2.587578, -0.140549], [1.800753, -1.327723, -1.237658], [3.280146, -0.184228, 0.124619], [1.794840, 0.274295, 0.957616], [2.282749, -1.461272, 3.302377], [3.863324, -2.526590, 1.992713], [4.437802, 2.101583, 1.811099], [5.655270, 0.142798, 4.788104], [-2.530111, 0.525952, -2.443333], [-1.865132, 1.577891, -2.932645], [-2.457669, 2.791037, -3.240739], [-3.821207, 2.926128, -3.034467], [-4.532881, 1.849719, -2.530042], [-3.844251, 0.680624, -2.251663], [-0.801516, 1.424765, -3.080781], [-1.867661, 3.608390, -3.632463], [-4.322584, 3.857879, -3.264003], [-5.598106, 1.915737, -2.356431], [-4.358618, -0.186771, -1.853302]], "forces_ev_per_angstrom": [[0.6, 0.4, -0.3], [-1.4, -1.1, 0.1], [0.0, 0.5, -0.4], [-0.2, -0.1, 0.5], [0.8, -0.7, -0.4], [-1.5, 1.1, 0.1], [1.5, 1.6, 0.7], [-0.3, -1.8, 0.8], [-0.9, -0.2, -2.2], [0.2, -0.2, 0.2], [-0.3, -0.1, -0.4], [0.0, 0.3, 0.2], [0.6, 0.0, 0.6], [0.1, -0.1, -0.5], [0.4, 0.3, -0.1], [0.2, 0.1, 0.4], [-0.3, 0.3, -0.2], [0.0, 0.0, 0.4], [-0.2, -0.1, 0.4], [0.1, -0.4, 0.2], [0.1, -0.4, -0.5], [-0.2, 0.4, 0.1], [0.3, 0.2, -0.2], [0.2, 0.0, 0.4], [-0.1, 0.3, 0.0], [0.0, -0.3, 0.1], [0.0, 0.0, 0.0], [-0.1, 0.1, 0.0], [0.1, 0.1, 0.0], [0.2, -0.2, 0.0], [0.0, 0.1, 0.0], [0.0, 0.0, 0.0], [0.0, 0.0, 0.0], [0.0, 0.0, 0.0], [-0.1, 0.0, 0.0]]}

{"formula": "C10H20NO5PS2", "method": "ωB97M-V/def2-TZVPD", "e_homo_ev": -9.026, "smiles": "CCOC(=O)CNC(=O)CSP(=S)(OCC)OCC", "relative_energy_ev": 0.094, "species": ["C", "C", "O", "C", "O", "C", "N", "C", "O", "C", "S", "P", "S", "O", "C", "C", "O", "C", "C", "H", "H", "H", "H", "H", "H", "H", "H", "H", "H", "H", "H", "H", "H", "H", "H", "H", "H", "H", "H"], "positions_angstrom": [[-0.570032, 3.011411, 4.226193], [-0.879354, 3.775748, 2.947664], [0.220111, 3.727252, 2.030137], [0.323930, 2.650992, 1.260821], [-0.438833, 1.720213, 1.268018], [1.553787, 2.732742, 0.373865], [1.525068, 1.704635, -0.631420], [1.763944, 1.984150, -1.927828], [2.115006, 3.074998, -2.321014], [1.550577, 0.830394, -2.895943], [2.085282, -0.795496, -2.283757], [0.236343, -1.485324, -1.516813], [-1.367407, -0.732624, -2.349995], [0.335631, -3.082311, -1.592292], [-0.121168, -3.807683, -2.733748], [-0.939087, -4.997628, -2.265391], [0.494498, -1.258500, 0.041027], [-0.266415, -1.893972, 1.074267], [-1.677250, -1.346388, 1.162146], [-1.396145, 3.120412, 4.922718], [0.335899, 3.398389, 4.686213], [-0.432946, 1.955372, 4.006555], [-1.765616, 3.358775, 2.458960], [-1.029035, 4.837835, 3.148635], [2.440943, 2.634847, 1.013553], [1.600658, 3.704844, -0.125885], [1.133212, 0.815359, -0.349052], [0.483005, 0.758415, -3.138606], [2.110554, 1.030610, -3.808312], [-0.729936, -3.147463, -3.362759], [0.758436, -4.131272, -3.297295], [-1.821374, -4.656813, -1.728861], [-0.345494, -5.623900, -1.604234], [-1.252249, -5.582962, -3.124904], [0.295029, -1.676228, 1.986673], [-0.268489, -2.973692, 0.899792], [-1.642293, -0.263845, 1.253124], [-2.240534, -1.603796, 0.268010], [-2.178258, -1.767494, 2.029736]], "forces_ev_per_angstrom": [[0.1, 0.1, -0.4], [-0.4, -0.2, 0.3], [0.2, 0.3, 0.0], [0.3, -0.1, -0.3], [-0.1, 0.0, 0.1], [0.0, 0.1, -0.1], [-0.2, -0.1, 0.5], [0.0, -0.4, 0.0], [0.1, 0.4, -0.3], [0.1, 0.0, -0.1], [-0.7, -0.1, 0.0], [-0.3, -0.1, -0.3], [0.8, -0.3, 0.5], [0.2, 0.6, 0.4], [-0.3, -0.4, -0.5], [0.2, 0.3, 0.0], [0.2, 0.2, -0.7], [-0.4, -0.1, 0.5], [0.2, 0.0, -0.1], [-0.1, 0.0, 0.1], [0.1, 0.0, 0.1], [0.0, -0.1, 0.0], [0.1, 0.1, 0.1], [0.0, -0.1, -0.1], [-0.1, 0.1, 0.0], [0.0, -0.1, 0.2], [0.1, 0.1, -0.1], [0.2, 0.0, 0.0], [0.0, 0.1, 0.1], [0.2, -0.1, 0.1], [-0.1, 0.1, 0.1], [-0.1, 0.0, 0.0], [0.0, -0.1, 0.0], [0.0, -0.1, -0.1], [-0.1, -0.1, -0.1], [0.1, 0.1, 0.0], [-0.1, 0.0, 0.0], [-0.1, 0.0, 0.0], [0.0, -0.1, 0.1]]}

{"formula": "C10H20NOS", "method": "ωB97M-V/def2-TZVPD", "charge": 1, "e_homo_ev": -12.119, "smiles": "CS[C@@]12CCCC[N@@H+](CCC1)[C@@H]2O", "relative_energy_ev": 2.494, "species": ["C", "S", "C", "C", "C", "C", "C", "N", "C", "C", "C", "C", "O", "H", "H", "H", "H", "H", "H", "H", "H", "H", "H", "H", "H", "H", "H", "H", "H", "H", "H", "H", "H"], "positions_angstrom": [[-2.140615, 1.359220, -3.012091], [-1.027757, 1.812489, -1.650952], [-0.415559, 0.328438, -0.745019], [-1.608725, -0.094908, 0.134952], [-1.431549, -1.007104, 1.328666], [-0.426423, -0.443634, 2.359445], [1.048953, -0.490839, 2.103739], [1.702022, 0.301428, 0.932188], [2.368752, -0.539435, -0.033605], [1.378338, -1.476455, -0.725712], [0.310212, -0.741865, -1.481681], [0.742076, 1.266856, 0.242169], [0.249604, 2.178590, 1.108965], [-2.343970, 2.096411, -3.797760], [-3.123142, 1.057972, -2.652203], [-1.660880, 0.498735, -3.418232], [-2.364939, -0.644490, -0.530778], [-2.037768, 0.797615, 0.464797], [-1.094394, -1.972441, 1.136416], [-2.535958, -1.038807, 1.837606], [-0.636866, 0.725677, 2.536987], [-0.413381, -0.865745, 3.342752], [1.541047, -0.310130, 3.115929], [1.189681, -1.583693, 1.788371], [2.250543, 1.010182, 1.334506], [3.184191, -1.099994, 0.548911], [2.911888, -0.064682, -0.798927], [0.939166, -2.149077, 0.114945], [2.003234, -1.984096, -1.451848], [0.907789, -0.259463, -2.362615], [-0.406872, -1.301692, -1.935182], [1.385660, 1.870634, -0.400302], [-0.444356, 2.764301, 0.565562]], "forces_ev_per_angstrom": [[-0.7, -0.8, 0.6], [0.5, 1.1, -0.6], [0.6, 2.6, 2.6], [0.0, -2.5, -1.6], [-1.7, 1.9, 2.7], [-1.0, 4.6, -0.1], [1.0, -2.8, -0.2], [-3.3, 1.2, 1.1], [1.2, -2.8, 0.9], [-0.3, -1.1, 2.3], [3.1, 3.1, -1.4], [-1.1, -1.7, -3.2], [-2.8, 1.7, -0.2], [0.8, 0.2, 0.5], [0.0, 0.0, 0.2], [0.1, -0.6, -0.9], [0.9, 1.1, 0.6], [-0.9, 1.3, 0.6], [0.1, -2.0, -0.8], [2.8, -0.2, -1.0], [-0.1, -2.7, -0.1], [-0.9, -0.7, 0.5], [0.0, 0.1, -1.9], [0.6, 1.5, 0.8], [1.9, 0.6, 1.0], [-1.3, 0.5, -0.8], [0.5, 1.6, -0.7], [0.8, 0.6, -2.0], [-0.2, -0.8, 0.2], [-1.2, -0.5, 1.3], [-1.8, -2.3, -1.2], [0.2, -0.8, -0.9], [2.0, -1.7, 1.6]]}

{"formula": "C10H20O5", "method": "ωB97M-V/def2-TZVPD", "e_homo_ev": -9.009, "relative_energy_ev": 11.293, "species": ["C", "C", "C", "C", "C", "C", "C", "C", "C", "C", "H", "H", "H", "H", "H", "H", "H", "H", "H", "H", "H", "H", "H", "H", "H", "H", "H", "H", "H", "H", "O", "O", "O", "O", "O"], "positions_angstrom": [[1.023964, 2.463850, -0.149832], [-0.225673, 1.684449, 0.285010], [-2.500407, 2.026160, -0.272275], [-2.573871, 0.580226, 0.335283], [-2.211769, -1.571413, -0.067131], [-1.175374, -1.992010, 0.944894], [0.282880, -2.417016, -0.868051], [1.151856, -1.238162, -0.694186], [3.037160, -0.525727, 0.151964], [3.173569, 1.128024, 0.444894], [1.397767, 3.069208, 0.816220], [0.982364, 2.948494, -1.226100], [0.031682, 1.012111, 1.329670], [-0.316004, 0.789912, -0.452194], [-3.571449, 2.559242, -0.111686], [-2.267891, 1.570925, -1.312993], [-3.529014, 0.306660, 0.644381], [-2.155955, 0.714217, 1.282214], [-3.179244, -1.442234, 0.337725], [-2.564266, -2.237481, -1.008414], [-1.694558, -2.534824, 1.673873], [-0.723948, -1.149200, 1.517242], [-0.574909, -1.995271, -1.634950], [0.880124, -3.263248, -1.060939], [1.718793, -0.994795, -1.495352], [0.394986, -0.361047, -0.545070], [3.082154, -0.904627, -0.955266], [4.293417, -0.818523, 0.546589], [4.368969, 1.539135, 0.078282], [2.783150, 1.289579, 1.774755], [-1.326025, 2.863735, 0.137139], [-1.811013, -0.361277, -0.652117], [-0.280430, -2.863090, 0.303736], [1.975153, -1.389368, 0.459852], [2.103823, 1.513395, -0.557181]], "forces_ev_per_angstrom": [[2.4, 0.0, -0.1], [1.5, 0.3, -0.6], [-0.8, -0.8, -1.2], [2.5, 3.0, -2.4], [-0.7, -1.5, -2.9], [-0.3, -0.3, -1.1], [-1.6, 1.3, -1.4], [-4.6, 1.1, 3.6], [6.8, -0.3, -0.7], [-2.1, -2.3, -0.2], [-0.7, -0.6, -2.7], [-0.8, 0.0, 2.8], [-1.3, 2.6, -2.2], [-0.8, 2.9, 1.1], [2.9, -0.8, -0.6], [-0.9, 2.2, 0.7], [-2.0, -0.9, -0.9], [1.8, -0.7, 1.6], [-0.9, -0.1, 1.0], [1.7, 0.4, 2.3], [-0.5, -1.3, 1.2], [0.0, -0.2, -0.9], [2.2, -1.8, 1.1], [0.5, -1.1, -1.7], [1.2, 0.4, -2.9], [2.1, -1.9, -0.2], [1.8, 2.5, 1.7], [-3.9, -0.1, -0.4], [-3.9, -1.2, 1.4], [1.5, -0.1, -4.3], [-0.2, -5.4, 0.8], [-3.6, 2.4, 2.9], [-0.4, -0.3, 1.8], [0.2, 1.6, 0.5], [1.0, 1.1, 2.8]]}

Respective orbital gap values: 8.11, 9.68, 9.48, 9.79 eV.